{
  "formula": "C21H23N5OS",
  "method": "ωB97M-V/def2-TZVPD",
  "homo_lumo_gap_ha": 0.312,
  "smiles": "Cc1ccc(NCc2nnc(SCC(=O)N3CCc4ccccc43)n2C)cc1",
  "fmax_ev_per_a": 1.14,
  "symbols": ["C", "C", "C", "C", "C", "N", "C", "C", "N", "N", "C", "S", "C", "C", "O", "N", "C", "C", "C", "C", "C", "C", "C", "C", "N", "C", "C", "C", "H", "H", "H", "H", "H", "H", "H", "H", "H", "H", "H", "H", "H", "H", "H", "H", "H", "H", "H", "H", "H", "H", "H"],
  "xyz": [[-7.42516, -0.33896, -0.88520], [-6.04071, -0.16509, -0.33711], [-4.93193, -0.53840, -1.08588], [-3.64717, -0.38004, -0.60463], [-3.42864, 0.16039, 0.66208], [-2.16128, 0.42675, 1.16437], [-0.98997, -0.35425, 0.81832], [0.23164, 0.46283, 1.03654], [1.18805, 0.20732, 1.89101], [2.12239, 1.15418, 1.76767], [1.72474, 1.98014, 0.83907], [2.63359, 3.34997, 0.23536], [3.29022, 2.60532, -1.32864], [2.91084, 1.13824, -1.42728], [1.99295, 0.79845, -2.15662], [3.61278, 0.28355, -0.66027], [4.71544, 0.64912, 0.22794], [4.86406, -0.52582, 1.20465], [4.02572, -1.59823, 0.58195], [3.87190, -2.91591, 0.94988], [2.98192, -3.70990, 0.23809], [2.25948, -3.18157, -0.81713], [2.40712, -1.85481, -1.19740], [3.29888, -1.07437, -0.48595], [0.50946, 1.60239, 0.34731], [-0.26386, 2.23284, -0.68279], [-4.54187, 0.53729, 1.41471], [-5.82092, 0.37867, 0.92107], [-8.17287, -0.12337, -0.12607], [-7.57197, -1.35781, -1.24075], [-7.58655, 0.33368, -1.72784], [-5.07559, -0.96184, -2.06992], [-2.81787, -0.67834, -1.22773], [-2.17290, 0.68511, 2.14282], [-1.03739, -0.63263, -0.23667], [-0.89411, -1.27001, 1.41819], [4.36612, 2.76738, -1.32835], [2.82997, 3.14124, -2.15823], [4.49378, 1.57188, 0.76372], [5.62229, 0.78659, -0.37281], [5.90336, -0.82606, 1.33385], [4.44899, -0.26437, 2.17996], [4.43000, -3.32052, 1.78051], [2.85036, -4.74537, 0.51384], [1.56796, -3.80873, -1.35981], [1.84497, -1.44595, -2.01977], [-1.32259, 2.08938, -0.47385], [-0.02787, 3.29712, -0.69943], [-0.01158, 1.79353, -1.65128], [-4.39380, 0.96076, 2.39890], [-6.66236, 0.67825, 1.52964]],
  "forces_ev_per_a": [[0.0, 0.0, -0.1], [0.0, 0.0, 0.0], [-0.1, 0.1, 0.1], [0.2, 0.0, 0.1], [-0.3, 0.0, -0.1], [0.2, 0.2, 0.4], [0.0, -0.1, 0.0], [-0.1, 0.2, -0.3], [-0.7, -0.9, 0.3], [0.7, 0.6, 0.1], [-0.1, 0.7, -0.2], [0.0, -0.2, 0.0], [-0.2, 0.2, 0.1], [0.2, 0.3, -0.3], [-0.1, -0.1, -0.1], [0.0, 0.0, -0.1], [0.5, 0.3, 0.2], [0.0, 0.0, 0.1], [-0.1, 0.0, -0.2], [0.0, 0.1, -0.1], [0.0, -0.2, 0.1], [0.0, -0.1, 0.1], [-0.2, 0.0, -0.2], [0.0, -0.5, 0.2], [0.4, -0.4, 0.7], [-0.4, 0.1, -0.6], [0.1, 0.0, 0.0], [0.1, -0.1, -0.1], [-0.1, 0.0, 0.0], [-0.1, 0.0, 0.0], [-0.1, 0.0, 0.0], [0.0, -0.1, -0.1], [0.1, 0.0, 0.0], [0.0, 0.0, -0.1], [0.0, 0.0, 0.1], [0.0, 0.1, -0.2], [0.0, 0.0, 0.0], [0.1, -0.2, 0.0], [0.0, -0.1, -0.1], [-0.1, 0.0, 0.1], [0.0, 0.0, 0.0], [0.1, 0.0, 0.0], [0.1, -0.1, 0.1], [0.0, -0.1, 0.0], [-0.1, -0.1, -0.1], [0.0, 0.0, 0.0], [0.1, 0.1, 0.1], [0.0, -0.1, 0.0], [0.0, 0.1, 0.1], [0.0, 0.0, 0.1], [-0.1, 0.0, 0.1]]
}

---

{
  "formula": "C21H23N5S",
  "method": "ωB97M-V/def2-TZVPD",
  "homo_lumo_gap_ha": 0.312,
  "smiles": "Cc1cc(Nc2nccc(C3CC3)n2)cc(-c2cnc(C3(N)CCC3)s2)c1",
  "fmax_ev_per_a": 5.30,
  "symbols": ["C", "C", "C", "C", "N", "C", "N", "C", "C", "C", "C", "C", "C", "N", "C", "C", "C", "C", "N", "C", "C", "N", "C", "C", "C", "S", "C", "H", "H", "H", "H", "H", "H", "H", "H", "H", "H", "H", "H", "H", "H", "H", "H", "H", "H", "H", "H", "H", "H", "H"],
  "xyz": [[-3.47176, -3.13096, 2.20956], [-2.27885, -2.40974, 1.74494], [-1.05262, -2.99087, 1.48723], [0.00629, -2.21387, 1.06496], [1.25947, -2.80395, 0.79299], [1.39487, -3.50014, -0.34755], [0.36165, -4.01666, -0.96427], [0.36828, -4.17913, -2.25602], [1.59854, -4.15941, -2.89717], [2.73248, -3.63310, -2.20297], [3.99730, -3.24368, -2.90205], [5.04768, -4.23187, -3.30910], [4.41760, -3.36398, -4.39037], [2.58761, -3.18343, -0.98509], [-0.03652, -0.83935, 1.15164], [-1.30672, -0.16433, 1.34865], [-1.58462, 1.34477, 1.16108], [-2.78987, 1.89921, 0.66200], [-2.77057, 3.24276, 0.56193], [-1.59925, 3.85102, 0.86039], [-1.45992, 5.41078, 1.15771], [-2.74249, 6.12883, 0.91931], [-0.84907, 5.85126, 2.44861], [0.13082, 6.64828, 1.60989], [-0.43740, 6.07378, 0.38108], [-0.43273, 2.65649, 1.24274], [-2.42357, -1.03518, 1.53039], [-4.26776, -3.09590, 1.46292], [-3.21529, -4.23524, 2.43471], [-3.87058, -2.71504, 3.12814], [-0.98451, -4.03481, 1.38679], [2.02968, -2.10476, 0.92442], [-0.56598, -4.50002, -2.79132], [1.60793, -4.55363, -3.87942], [4.45242, -2.40986, -2.43944], [4.93611, -5.31175, -3.38954], [6.12487, -4.07263, -3.00739], [3.75835, -3.95883, -5.11166], [5.13786, -2.57720, -4.88885], [0.92585, -0.38700, 0.83102], [-3.64870, 1.26382, 0.40002], [-3.31555, 5.94276, 1.76493], [-3.24035, 5.77472, 0.10673], [-1.34060, 6.45848, 3.19177], [-0.31398, 5.04876, 2.96075], [-0.09796, 7.64405, 1.87218], [1.17467, 6.31325, 1.76299], [-0.84289, 6.75545, -0.40918], [0.29616, 5.38090, -0.15204], [-3.40639, -0.63303, 1.76096]],
  "forces_ev_per_a": [[-0.1, -2.7, 0.4], [0.6, 1.3, -0.6], [-1.0, 0.4, -0.7], [0.1, 0.1, 1.7], [0.6, 1.2, 1.8], [2.0, 1.7, -3.4], [-2.1, 0.5, 2.2], [1.5, -1.8, -1.2], [-0.2, 0.2, 0.3], [-1.4, 0.2, -1.9], [0.5, -1.0, -0.8], [2.0, -0.4, -0.4], [0.5, -0.3, -0.8], [-0.5, -0.9, 1.3], [-0.8, 1.4, -0.9], [0.1, -0.4, -0.9], [-0.5, -0.7, -1.1], [2.3, -0.9, 1.1], [0.6, 2.0, 0.1], [-2.5, -1.2, 0.5], [-4.4, -2.5, -1.4], [0.1, -0.7, 1.7], [1.6, -1.2, 1.4], [2.0, 0.1, 1.6], [2.2, 0.3, -4.6], [0.2, -0.7, 0.7], [1.1, 1.2, 1.1], [0.0, -0.1, 0.0], [-0.5, 1.7, -0.4], [0.0, 0.2, 0.2], [0.2, -1.2, 0.4], [-0.8, -1.4, -0.3], [0.9, 0.4, 0.7], [0.5, 0.2, -1.0], [0.2, 0.8, 0.6], [-0.8, 0.2, 0.2], [-1.4, 0.3, -0.3], [0.9, 1.2, 1.1], [-2.0, -1.4, 1.2], [-1.0, 0.5, 0.5], [0.3, 0.7, 0.1], [0.1, 0.2, -1.1], [0.1, -0.2, 0.2], [-0.9, -0.2, 0.0], [-0.4, -0.1, 0.1], [0.6, 1.5, -0.5], [-0.4, 0.9, 0.1], [0.4, -0.5, 0.7], [-0.9, 0.8, 0.7], [0.1, 0.3, -0.2]]
}